Formula: C26H40N6S4Ti
Source: OMol25
Level of theory: ωB97M-V with the def2-TZVPD basis set

Geometry as XYZ:
```
77
Properties=species:S:1:pos:R:3:lowdin_charge:R:1
Ti 0.60520 0.39131 -0.67157 0.97
C -1.43410 -2.91139 -2.57117 0.05
C -1.01490 -1.66509 -1.88847 -0.23
N 0.16900 -1.39799 -1.41977 -0.07
C 1.26720 -2.33769 -1.41327 -0.12
C 1.92460 -2.23819 -0.01957 -0.10
N 1.68030 -0.90049 0.56753 -0.13
C 2.88370 -0.29069 1.17313 -0.15
C 3.54240 0.57461 0.10533 -0.13
N 2.50500 1.47111 -0.44837 -0.17
C 2.29360 2.72181 0.31953 -0.11
C 1.01020 2.62471 1.15583 -0.13
N -0.00970 1.99391 0.34983 -0.03
C -1.20300 2.46681 0.17033 -0.20
C -1.72530 3.74721 0.68473 0.05
C -2.04630 1.53551 -0.60707 -0.16
C -3.39050 1.67391 -0.94657 0.10
C -4.01080 0.65141 -1.66487 0.06
C -3.29220 -0.47989 -2.02337 0.09
C -1.95040 -0.56549 -1.64447 -0.19
N -1.36200 0.42841 -0.95067 -0.02
H -0.63840 -3.36829 -3.15937 0.11
H -2.28700 -2.74309 -3.22647 0.11
H -1.74520 -3.64419 -1.81777 0.14
H 1.98810 -2.05479 -2.20027 0.13
H 0.93920 -3.36869 -1.59697 0.15
H 2.99770 -2.41779 -0.10807 0.14
H 1.51380 -3.01489 0.63233 0.14
H 0.96580 -1.00379 1.29833 0.03
H 3.57990 -1.05179 1.54433 0.16
H 2.57930 0.32601 2.02263 0.09
H 3.93650 -0.05839 -0.70257 0.14
H 4.38480 1.13491 0.53073 0.15
H 2.84540 1.77121 -1.36407 0.08
H 2.19630 3.56351 -0.37617 0.15
H 3.14730 2.93221 0.97203 0.15
H 0.72860 3.61841 1.52053 0.15
H 1.16910 1.97231 2.02493 0.09
H -1.99000 3.64781 1.74103 0.10
H -2.61120 4.06701 0.14473 0.11
H -0.98610 4.54501 0.61993 0.12
H -3.96620 2.54521 -0.67117 0.15
H -5.05300 0.73091 -1.93827 0.15
H -3.77010 -1.26879 -2.58397 0.14
C -3.45960 -0.32609 3.36043 -0.48
C -3.37820 -1.18059 2.10803 -0.48
S -1.68330 -1.59349 1.55953 0.83
C -1.02190 -2.54929 2.97983 -0.46
C -0.36980 -1.73379 4.09423 -0.44
S 0.31240 -0.12919 3.52763 0.80
C -0.15010 1.00701 4.88053 -0.47
C -1.65360 1.22731 4.94393 -0.46
S -2.40560 1.16861 3.26993 0.84
H -3.16930 -0.89029 4.24543 0.08
H -4.49330 0.00171 3.49753 0.10
H -3.82620 -0.67659 1.25033 0.06
H -3.90170 -2.12419 2.28263 0.10
H -0.30290 -3.23919 2.53823 0.07
H -1.84230 -3.14349 3.38293 0.10
H 0.45290 -2.30129 4.53213 0.09
H -1.06980 -1.50719 4.89423 0.08
H 0.38220 1.92961 4.65033 0.08
H 0.23750 0.61121 5.82103 0.10
H -1.87950 2.20401 5.37343 0.09
H -2.15280 0.47781 5.55423 0.09
S 0.82630 1.38641 -2.90217 0.81
C 1.73100 0.43551 -4.04047 -0.62
N 2.87720 0.97631 -4.51637 0.09
C 3.61170 0.40891 -5.48807 0.02
C 3.20830 -0.78439 -6.04687 0.04
C 2.02040 -1.36729 -5.59997 0.03
C 1.29180 -0.76999 -4.58547 -0.06
H 3.13500 1.90541 -4.18477 0.17
H 4.50970 0.92611 -5.80207 0.16
H 3.78590 -1.24359 -6.83477 0.15
H 1.65950 -2.27669 -6.05427 0.14
H 0.35130 -1.18329 -4.25487 0.11
```

Summary:
Max |F|: 0.0428 hartree/bohr
Frontier orbital gap: 0.147 hartree
Net charge: +4
HOMO energy: -17.55 eV

---

Formula: C3H4N2O3
Source: OMol25
Level of theory: ωB97M-V with the def2-TZVPD basis set

Geometry as XYZ:
```
12
Properties=species:S:1:pos:R:3:lowdin_charge:R:1
O 1.24303 -0.01840 -2.35916 0.10
O 1.64156 2.00223 -1.67461 0.07
N 0.32397 1.38324 0.71585 0.20
O -0.31855 0.68250 1.79232 -0.09
C 0.41567 0.58559 -0.32906 -0.21
N 1.15382 0.85222 -1.51495 -0.33
C -0.77164 -0.59613 1.33457 -0.16
C -0.39062 -0.66069 -0.13828 -0.09
H -0.31747 -1.41186 1.88447 0.12
H -1.85718 -0.68913 1.50359 0.13
H -1.29446 -0.59753 -0.79526 0.14
H 0.17186 -1.53204 -0.41949 0.11
```

Summary:
Max |F|: 0.0832 hartree/bohr
Frontier orbital gap: 0.334 hartree
Structure (SMILES): O=[N+]([O-])C1=NOCC1
HOMO energy: -10.44 eV

---

Formula: C3H12N2O2
Source: OMol25
Level of theory: ωB97M-V with the def2-TZVPD basis set

Geometry as XYZ:
```
19
Properties=species:S:1:pos:R:3:lowdin_charge:R:1
C 0.57114 -1.77807 -0.33332 -0.08
C -0.25797 -1.45074 0.96038 -0.20
N -0.24904 -0.01053 1.21639 -0.03
C -0.99950 0.90750 0.57656 -0.36
N -0.68071 2.14461 0.78861 0.04
H -0.07035 -1.69285 -1.20635 0.03
H 0.95446 -2.79257 -0.29088 0.06
H 1.39191 -1.06631 -0.53067 0.07
H -1.26641 -1.80961 0.81824 0.11
H 0.39042 -1.92600 1.69278 0.11
H 0.46414 0.37871 1.79816 0.12
H -2.05698 0.69933 0.19271 0.14
H -1.32150 2.89892 0.55411 0.03
H 2.35224 2.06338 0.71365 0.03
H 1.87257 1.06956 -0.14289 -0.01
O 2.72408 1.51582 0.00089 -0.08
H -1.57473 1.01446 -2.16385 0.04
H -1.34343 -0.49026 -2.44829 0.04
O -0.90034 0.32466 -2.19623 -0.06
```

Summary:
Max |F|: 0.0729 hartree/bohr
Frontier orbital gap: 0.343 hartree
Structure (SMILES): [H]/N=C/NCC.O.O
HOMO energy: -8.79 eV

---

Formula: C33H35F5N4P2Pd
Source: OMol25
Level of theory: ωB97M-V with the def2-TZVPD basis set

Geometry as XYZ:
```
80
Properties=species:S:1:pos:R:3:lowdin_charge:R:1
Pd 1.52078 4.63075 1.20754 0.50
C 3.45800 0.32895 2.89498 -0.14
C 2.89926 0.65309 1.71628 -0.10
C 1.66692 0.06911 1.07603 -0.22
C 0.23103 0.59053 1.33191 -0.19
C -0.16047 0.98840 2.72654 -0.13
C 0.37724 0.53655 3.84986 -0.11
C 1.30774 -0.64283 3.97914 -0.19
C 2.81719 -0.28728 4.08525 -0.20
C 0.53025 4.80510 2.90158 -0.27
H 4.52464 0.55086 3.01513 0.10
H 3.39576 1.39859 1.08747 0.09
H 1.64632 -1.00031 1.29519 0.08
H 1.83261 0.20299 -0.01009 0.09
H 0.02181 1.42556 0.64363 0.10
H -0.45196 -0.21730 0.99585 0.09
H -0.96612 1.70977 2.77956 0.09
H 0.13144 1.02934 4.80472 0.11
H 1.14759 -1.39438 3.19306 0.11
H 1.03181 -1.11329 4.94043 0.11
H 2.94882 0.37782 4.95971 0.12
H 3.37546 -1.19872 4.33278 0.11
H 1.18638 4.39983 3.70753 -0.03
H -0.30804 4.11089 2.71738 -0.04
H 0.24804 5.86402 3.10655 -0.02
P -3.11258 -0.59254 -1.09572 1.09
P -0.01273 -1.12497 -2.74087 1.09
N -4.03559 -1.45485 0.13801 -0.27
N -4.55469 -0.28805 -2.07767 -0.27
N 0.62984 -2.67932 -2.06949 -0.24
N 0.79580 -1.35524 -4.28024 -0.28
C -2.57787 -2.09942 -2.02299 -0.41
C -1.67638 -1.81527 -3.23503 -0.40
C -3.80791 -1.18826 1.49416 -0.15
C -4.53335 -2.09223 2.24750 -0.10
C -5.21899 -2.96253 1.34265 -0.09
C -4.89031 -2.55746 0.05689 -0.14
C -4.93016 1.01185 -2.42253 -0.16
C -6.07301 0.95611 -3.20086 -0.10
C -6.38845 -0.42663 -3.40781 -0.08
C -5.44964 -1.16307 -2.69773 -0.15
C 1.30742 -2.57524 -0.85105 -0.16
C 1.56078 -3.83682 -0.34706 -0.09
C 0.99172 -4.77441 -1.26586 -0.08
C 0.42124 -4.04212 -2.30387 -0.16
C 1.16026 -2.51311 -4.98442 -0.13
C 1.46021 -2.17446 -6.30165 -0.08
C 1.25436 -0.75744 -6.42885 -0.10
C 0.84879 -0.28447 -5.19166 -0.16
H -3.44055 -2.68705 -2.37156 0.06
H -2.04647 -2.71566 -1.28235 0.08
H -1.55882 -2.71228 -3.86616 0.08
H -2.11267 -1.03535 -3.87548 0.08
H -3.13824 -0.38459 1.77372 0.09
H -4.56093 -2.14762 3.32380 0.09
H -5.84625 -3.80327 1.59045 0.09
H -5.19872 -2.98472 -0.88037 0.08
H -4.34008 1.84468 -2.07015 0.09
H -6.63939 1.79589 -3.57679 0.09
H -7.18053 -0.83441 -4.01058 0.09
H -5.37824 -2.22549 -2.60050 0.07
H 1.56200 -1.60252 -0.48505 0.04
H 2.11035 -4.05569 0.56321 0.09
H 1.00189 -5.85198 -1.16902 0.09
H -0.05684 -4.38698 -3.20914 0.10
H 1.19805 -3.47263 -4.50829 0.08
H 1.78172 -2.85492 -7.07561 0.09
H 1.38621 -0.17820 -7.32963 0.09
H 0.59168 0.70381 -4.85677 0.09
F 4.49567 5.30184 -0.01751 0.10
C 4.53168 5.12418 1.32512 -0.19
C 3.44153 4.57193 1.98285 -0.10
C 3.72136 4.04619 3.23610 -0.18
F 2.89547 3.11549 3.80099 0.08
C 4.90076 4.32677 3.93913 -0.07
F 5.07376 3.85817 5.19147 0.16
C 5.87096 5.10168 3.33993 -0.12
F 6.93939 5.52386 4.04531 0.12
C 5.72317 5.44396 1.99976 -0.07
F 6.69084 6.14683 1.38125 0.16
```

Summary:
Spin multiplicity: 3
Max |F|: 0.0663 hartree/bohr
<S²>: 2.0248
Frontier orbital gap (alpha / beta): 0.214 / 0.124 hartree
HOMO energy (alpha / beta): -6.04 / -7.96 eV

---

Formula: C5H8N4O
Source: OMol25
Level of theory: ωB97M-V with the def2-TZVPD basis set

Geometry as XYZ:
```
18
Properties=species:S:1:pos:R:3:lowdin_charge:R:1
N -2.96936 -0.76044 0.36796 0.12
C -1.65516 -0.37594 0.31020 -0.36
C -1.05355 0.87234 0.45754 0.02
C 0.32564 0.61594 0.30293 -0.31
C 1.46710 1.59538 0.36091 -0.11
C 1.31617 2.72445 -0.56670 -0.22
N 1.22592 3.56239 -1.35812 0.14
N 0.55803 -0.66085 0.03224 0.05
N -0.66128 -1.24212 0.01770 0.04
H -3.15464 -1.74165 0.53375 0.10
H -3.58073 -0.14942 0.89202 0.10
H -1.54671 1.82159 0.64134 0.11
H 1.56710 2.01034 1.37588 0.13
H 2.40863 1.07754 0.13036 0.13
H -0.75527 -2.20790 -0.27016 0.17
O 2.47550 -2.54628 -0.89467 -0.10
H 1.86677 -1.86312 -0.54495 -0.03
H 2.16582 -2.73224 -1.78821 0.02
```

Summary:
Max |F|: 0.0216 hartree/bohr
Frontier orbital gap: 0.343 hartree
Structure (SMILES): N#CCc1cc(N)[nH]n1.O
HOMO energy: -8.88 eV

---

| no. | energy (Eh) |
| --- | --- |
| 1 | -3784.171504 |
| 2 | -451.761606 |
| 3 | -381.449579 |
| 4 | -2807.086686 |
| 5 | -489.582176 |